12
Properties=species:S:1:pos:R:3:forces:R:3 method="wB97M-V/def2-TZVPD" e_lumo_ev=0.857 energy_ev=-9710.0914 homo_lumo_gap_ev=8.557
N -1.93463 -0.56879 0.89227 0.0 -0.1 -0.1
C -0.71686 -0.19565 0.32686 0.0 0.0 -0.1
N 0.37972 -0.91963 0.33100 -0.1 0.2 0.0
C 1.32450 -0.11829 -0.25614 -0.1 0.2 -0.1
O 2.59512 -0.55189 -0.41804 0.0 -0.2 0.1
C 0.81256 1.08389 -0.63520 0.2 -0.1 0.0
N -0.53199 1.01211 -0.25137 -0.1 -0.1 0.1
H -1.87794 -1.52876 1.21079 0.0 0.1 0.0
H -2.71539 -0.46646 0.25504 0.1 0.0 0.1
H 2.61680 -1.45585 -0.07490 0.0 0.1 0.0
H 1.23934 1.92874 -1.14861 -0.1 -0.1 0.1
H -1.18965 1.77398 -0.23412 0.1 -0.1 0.0